DFT (wB97M-V/def2-TZVPD) results for the ion C5H15N2 with charge +1.

Geometry as XYZ:
```
22
Properties=species:S:1:pos:R:3:forces:R:3:mulliken_charge:R:1
N -0.2533 2.2447 -1.1326 -0.118 -0.659 0.759 -0.605
C -0.6549 1.1036 -1.9783 -0.047 1.835 -0.260 -0.469
C -1.2853 0.0168 -1.1046 0.364 0.092 0.266 -0.593
N -0.8731 0.2228 0.3113 1.301 0.249 0.612 -0.262
C -0.4678 -0.9839 1.1313 -0.120 1.309 -0.863 -0.864
C 0.9124 -1.4853 0.7196 -0.560 -0.584 0.820 -0.236
C 2.0310 -0.9850 1.6507 0.499 -0.808 -0.079 -1.180
H -1.5028 0.8141 0.8267 -0.860 -0.026 0.168 0.382
H 0.4507 2.8198 -1.5474 0.193 0.336 -0.252 0.206
H -1.0649 2.7995 -0.8693 0.371 0.161 -0.284 0.203
H -1.3733 1.5377 -2.6607 -0.482 -0.721 -0.485 0.351
H 0.1930 0.8086 -2.5993 -0.027 -0.396 0.423 0.391
H -2.3644 0.0465 -1.1330 -0.222 -0.127 -0.095 0.406
H -0.9231 -0.9627 -1.3606 -0.101 -0.424 -0.318 0.306
H -0.0537 0.8367 0.3096 0.259 0.419 -0.572 0.468
H -1.3117 -1.6279 0.9746 -0.035 -0.893 0.432 0.440
H -0.3782 -0.5840 2.1304 -0.502 -0.320 0.468 0.406
H 1.1030 -1.2875 -0.3310 0.098 -0.252 -0.167 0.333
H 0.8009 -2.5608 0.9034 0.416 0.061 -0.556 0.319
H 2.6685 -1.8409 1.8931 -0.004 0.106 -0.077 0.356
H 1.6185 -0.6882 2.6075 0.027 0.382 0.148 0.316
H 2.7285 -0.2448 1.2585 -0.448 0.259 -0.088 0.326
```
Positions in Å, forces in eV/Å.

Computed properties:
HOMO	-13.97	eV
structure (SMILES)	CCC[NH2+]CCN
net charge	+1
molecular weight	103.19	g mol⁻¹

***

DFT (wB97M-V/def2-TZVPD) results for the ion C5H15N2 with charge +1.

Geometry as XYZ:
```
22
Properties=species:S:1:pos:R:3:forces:R:3:mulliken_charge:R:1
N 0.7340 -0.8358 -1.7003 0.200 -0.250 0.424 -0.166
C 1.1657 -1.4738 -0.4234 -0.516 -0.273 1.148 -0.663
C 0.5634 -0.6887 0.7639 -0.605 0.535 -0.918 -0.666
N -0.6908 -0.0327 0.2803 0.854 -0.180 1.356 -0.018
C -0.6533 1.4370 0.4233 0.024 0.191 -1.039 -0.525
C 0.6443 2.1339 -0.0118 0.580 -0.061 0.194 -1.160
C -1.8878 -0.5888 0.9466 -0.553 0.361 -0.470 -1.043
H 0.9878 0.1582 -1.7096 0.316 -0.267 -0.380 0.212
H 1.0876 -1.3859 -2.4800 -0.072 0.400 -0.320 0.359
H -0.2916 -0.8064 -1.6384 -0.130 0.019 -0.055 0.392
H 0.7090 -2.4600 -0.3885 0.206 -0.169 -0.417 0.400
H 2.2426 -1.5609 -0.3397 0.109 0.058 -0.340 0.387
H 1.2913 0.0239 1.1307 -0.008 0.192 0.146 0.312
H 0.3242 -1.3844 1.5526 0.193 -0.180 0.269 0.458
H -0.9210 1.7644 1.4234 0.029 -0.108 0.326 0.379
H -1.4210 1.8192 -0.2443 -0.368 -0.029 0.112 0.454
H 0.4269 2.9981 -0.6350 0.006 0.077 0.103 0.285
H 1.2306 2.4634 0.8462 -0.139 0.176 0.043 0.331
H 1.3952 1.5450 -0.5616 -0.416 -0.130 -0.068 0.295
H -2.6358 -0.7982 0.1795 -0.125 -0.112 0.243 0.309
H -2.3498 0.0719 1.6893 0.244 0.287 -0.227 0.286
H -1.6693 -1.4824 1.5058 0.170 -0.538 -0.129 0.384
```
Positions in Å, forces in eV/Å.

Computed properties:
HOMO	-13.18	eV
structure (SMILES)	CCN(C)CC[NH3+]
net charge	+1
molecular weight	103.19	g mol⁻¹

***

DFT (wB97M-V/def2-TZVPD) results for a cluster of 2 separate species, C5H15N2 in total.

Geometry as XYZ:
```
22
Properties=species:S:1:pos:R:3:forces:R:3:mulliken_charge:R:1
C -3.3063 -0.1256 -0.7991 -2.468 2.757 0.624 -1.155
C 1.6137 1.3033 -0.4955 -1.180 0.060 -0.880 -0.876
C 1.7773 0.1708 1.6826 3.586 -2.000 -4.957 -1.129
C 1.1953 -1.2788 -0.2813 2.652 0.575 -1.895 -0.729
C -1.8909 -0.0813 -0.7797 2.899 0.853 -6.214 0.111
N -1.2582 -0.2429 0.3150 -1.413 -0.514 5.325 -0.427
N 1.1804 0.1198 0.2304 -0.662 -0.848 5.157 -0.005
H -3.7093 0.9079 -0.5413 0.169 -0.769 0.341 0.267
H -3.5953 -0.7676 0.0264 -1.105 -0.611 -0.556 0.313
H -3.7117 -0.1647 -1.8127 0.022 -1.244 0.216 0.311
H 0.8635 2.0771 -0.2679 0.619 0.032 -0.221 0.345
H 2.6343 1.6021 -0.2741 -0.078 -0.100 0.401 0.331
H 1.5740 1.0313 -1.5307 -0.129 0.278 -0.771 0.419
H 2.8671 0.2895 1.4949 -0.608 0.170 0.295 0.440
H 1.4678 0.8533 2.3264 -1.988 3.507 2.195 0.449
H 1.7031 -0.7729 2.0763 -0.625 -2.194 1.066 0.427
H 1.4419 -1.9720 0.5251 -0.632 0.064 -0.289 0.224
H 0.2987 -1.4120 -0.8506 -0.470 -0.621 0.097 0.392
H 2.0166 -1.3287 -1.0308 -0.268 -0.138 0.555 0.400
H -1.3084 0.2068 -1.6682 -0.445 -0.102 0.137 0.358
H 0.0891 0.1205 0.5970 0.000 0.869 -1.183 0.401
H -1.9426 -0.5360 1.0579 2.122 -0.022 0.556 0.133
```
Positions in Å, forces in eV/Å.

Computed properties:
2S+1	3
HOMO (spin up / spin down)	-9.37 / -14.65	eV
net charge	+1
molecular weight	103.19	g mol⁻¹

***

DFT (wB97M-V/def2-TZVPD) results for the ion C5H15N2 with charge +2.

Geometry as XYZ:
```
22
Properties=species:S:1:pos:R:3:forces:R:3:mulliken_charge:R:1
C -0.8776 -0.8410 -0.6192 0.720 -0.545 1.647 -0.566
N 0.6368 -0.7570 -0.5711 -2.169 -1.528 -2.695 -0.037
C 1.3462 -0.0532 -1.5623 3.337 2.286 1.439 -0.196
C 2.8786 -0.1153 -1.1210 -0.292 -0.634 -0.310 -1.237
C -1.6085 0.3725 -0.0174 -0.019 0.328 -1.623 -0.673
N -0.9320 0.9632 1.1972 -1.084 -1.538 -0.251 -0.086
C -1.4781 0.3291 2.4693 0.911 -0.081 0.208 -0.847
H -1.1510 -1.0892 -1.6500 0.041 0.688 -0.205 0.389
H -1.1455 -1.7626 -0.0969 0.178 0.165 0.345 0.468
H 1.0334 -1.6969 -0.4413 0.273 0.280 0.682 0.362
H 1.2723 -0.4088 -2.6007 -0.432 -0.580 0.084 0.360
H 1.1711 1.0276 -1.5953 -1.120 -0.151 -0.028 0.309
H 3.4967 0.6856 -1.5298 -0.382 -0.091 -0.490 0.388
H 3.2606 -1.0851 -1.4451 0.330 0.150 0.183 0.381
H 3.0090 0.0025 -0.0424 -0.320 -0.218 -0.003 0.389
H -2.6301 0.0506 0.1843 0.086 0.188 0.420 0.351
H -1.6891 1.1351 -0.7931 0.117 0.223 0.222 0.436
H -1.0636 1.9755 1.2213 0.129 0.034 0.026 0.381
H 0.0559 0.7383 1.1104 0.221 0.480 0.299 0.336
H -1.5904 -0.7481 2.3461 -0.068 0.127 -0.334 0.351
H -2.4241 0.7909 2.7045 -0.141 0.142 0.137 0.373
H -0.7141 0.4693 3.2309 -0.316 0.276 0.249 0.369
```
Positions in Å, forces in eV/Å.

Computed properties:
2S+1	2
HOMO (spin up / spin down)	-20.63 / -20.58	eV
net charge	+2
molecular weight	103.19	g mol⁻¹

***

DFT (wB97M-V/def2-TZVPD) results for a cluster of 2 separate species, C5H15N2O in total.

Geometry as XYZ:
```
23
Properties=species:S:1:pos:R:3:forces:R:3:mulliken_charge:R:1
C -2.4465 0.0618 2.2118 0.602 -0.258 -0.183 -1.188
C -1.7679 -0.3606 0.8857 0.265 -0.661 1.359 -0.388
C -0.4660 0.4199 0.6948 -0.374 0.344 -2.011 -0.866
C 0.1284 0.2496 -0.7138 -0.612 0.704 1.296 -1.426
C -0.2450 1.0909 -1.6906 0.065 -1.044 0.309 0.045
N 0.0521 1.1106 -3.0153 0.525 0.026 -0.632 -0.632
N 1.2213 -0.7105 -0.7670 1.393 -0.074 -1.217 -0.604
H -2.9529 -0.8063 2.6323 -0.500 0.362 0.056 0.363
H -3.0753 0.9414 2.0765 -0.374 -0.263 -0.028 0.331
H -1.7140 0.3763 2.9594 0.198 -0.180 -0.072 0.318
H -1.5497 -1.4338 0.9255 0.068 0.034 0.060 0.368
H -2.4897 -0.2781 0.0747 0.305 0.448 -0.274 0.309
H 0.3470 0.1798 1.3737 -0.399 -0.094 0.658 0.515
H -0.7635 1.4676 0.8169 0.467 0.080 0.124 0.277
H -0.9426 1.8342 -1.3310 -0.174 0.128 -0.367 0.365
H -0.5118 1.6387 -3.6544 -0.049 0.151 0.147 0.286
H 0.6795 0.4403 -3.4550 -0.244 0.094 0.448 0.355
H 1.0943 -1.7385 -0.6612 -0.893 -0.063 0.107 0.894
H 1.7195 -0.6896 -1.7180 -0.069 0.043 0.281 0.721
H 1.9973 -0.5196 -0.0911 -0.263 0.167 -0.133 0.232
H 4.2082 -1.4068 0.1880 0.152 -0.245 -0.728 0.495
H 3.8472 -1.0516 1.5851 -0.248 0.206 0.189 0.336
O 3.6300 -0.8157 0.6730 0.158 0.096 0.613 -1.107
```
Positions in Å, forces in eV/Å.

Computed properties:
2S+1	2
HOMO (spin up / spin down)	-3.23 / -8.29	eV
net charge	0
molecular weight	119.19	g mol⁻¹

***

DFT (wB97M-V/def2-TZVPD) results for a cluster of 3 separate species, C5H15N2O in total.

Geometry as XYZ:
```
23
Properties=species:S:1:pos:R:3:forces:R:3:mulliken_charge:R:1
C 2.0927 -0.2383 1.4027 0.786 -0.113 0.024 -1.331
C 1.3920 -1.1256 0.4672 -0.827 0.945 -0.504 0.344
C 0.0349 -1.4498 0.6691 -1.131 0.915 -0.423 -0.139
C -0.7510 -0.9044 1.6274 1.265 -1.803 1.684 -1.041
N -0.8353 -0.0478 -2.8664 0.482 -0.649 -0.049 -0.492
C -0.8444 0.5256 -1.5557 -0.120 -0.052 -1.312 -0.002
N 0.5084 0.9102 -1.2009 -0.227 -1.298 1.013 -0.403
H 2.0796 -0.7545 2.3650 0.016 0.106 0.254 0.394
H 1.5843 0.7155 1.5068 -0.154 -0.016 0.197 0.367
H 3.1370 -0.0379 1.1769 -0.057 -0.149 -0.275 0.339
H 1.8560 -1.6849 -0.3412 0.429 0.208 0.210 0.443
H -0.7852 -1.0434 -2.9530 -0.123 -0.170 0.079 0.154
H -1.2167 -0.2161 -0.8298 -0.230 0.425 -0.067 -0.001
H -0.4901 -1.9517 -0.1203 0.166 -0.871 -0.111 0.518
H -0.3064 -0.3847 2.4709 0.129 0.463 -0.217 0.449
H -1.6962 -1.3316 1.9190 -0.685 0.278 -0.788 0.350
H -1.2449 0.3787 -3.6745 -0.178 0.427 0.260 0.187
H -1.5217 1.3760 -1.5579 0.182 0.086 0.372 0.357
H 1.2556 0.5615 -1.7598 0.278 0.301 -0.610 0.254
H 0.6831 1.5738 -0.4790 0.070 0.506 0.178 0.230
H -2.0288 2.3647 1.5225 0.017 -0.207 0.248 0.309
H -1.3349 0.9690 1.3118 -0.264 0.019 0.512 0.284
O -1.5683 1.7957 0.8993 0.176 0.650 -0.673 -0.571
```
Positions in Å, forces in eV/Å.

Computed properties:
HOMO	-12.75	eV
net charge	+1
molecular weight	119.19	g mol⁻¹

***

Record order is preserved below.
Relative energy (zero: lowest compared OMol25 entry of this formula, charge and spin): 93.1, 128.1, 59.8, 159.2, 170.1, 424.8 kJ/mol
Record order is preserved below.
Maximum force: 1.85, 1.61, 6.91, 4.29, 2.07, 2.77 eV Å⁻¹